The following is a quantum chemistry calculation of the ion C14H27BCl2N4O4P with charge +1, from the OMol25 dataset.

Element x y z (Å)
Cl: 3.43 3.57 3.34
Cl: 0.76 2.06 3.61
P: -0.21 -2.13 -0.54
O: -0.54 -0.64 3.15
O: 1.34 0.07 -3.22
O: -2.28 -0.17 1.75
O: -3.87 -1.25 -0.59
N: 1.20 1.55 -0.13
N: -0.46 1.70 -2.98
N: 0.48 -0.54 -0.08
N: 1.25 1.06 1.15
C: -1.72 -1.12 2.60
C: -4.15 -0.11 0.20
C: 2.43 -2.90 0.34
C: 1.72 1.89 2.20
C: 0.78 -0.18 1.17
C: 0.66 -0.94 2.46
C: -1.66 1.72 -2.10
C: 0.75 0.60 -0.86
C: 0.16 3.05 -3.04
C: 3.79 2.49 0.90
C: -3.70 -0.33 1.62
C: 2.88 2.55 2.08
C: 0.11 -2.42 -2.31
C: 0.95 -3.35 0.24
B: 0.53 0.79 -2.44
H: 1.00 0.03 -4.12
H: 4.26 1.52 0.77
H: -3.68 0.77 -0.22
H: -5.21 0.09 0.20
H: -1.60 -2.10 2.11
H: -0.53 -1.81 -2.93
H: 0.40 3.41 -2.04
H: 1.46 -0.63 3.12
H: -2.39 -1.28 3.44
H: -1.89 0.69 -1.84
H: 1.13 -2.25 -2.64
H: -0.54 3.72 -3.52
H: 0.91 -4.25 -0.37
H: -4.21 0.39 2.25
H: -3.25 -1.00 -1.28
H: 0.74 -2.01 2.34
H: -0.12 -3.46 -2.51
H: 3.07 -3.63 -0.14
H: -2.49 2.14 -2.65
H: 2.62 -1.97 -0.18
H: -3.99 -1.34 1.90
H: 4.56 3.24 1.01
H: 1.06 3.03 -3.63
H: 0.51 -3.61 1.20
H: -1.49 2.31 -1.20
H: 2.72 -2.80 1.38
H: 3.23 2.76 0.02

Results
Frontier orbital gap: 0.3306 Eh
HOMO: -12.11 eV
Structure (SMILES): CCP(C)n1c(B(O)N(C)C)n[n+](/C(Cl)=C(\C)Cl)c1COCOCCO
Total charge: +1

The following is a quantum chemistry calculation of the ion C14H27ClINPS2 with charge +1, from the OMol25 dataset.

Element x y z (Å)
I: 1.36 2.20 -3.31
Cl: 3.64 0.16 -1.39
S: -1.12 -0.89 -0.94
S: -5.06 -1.23 -0.74
P: 1.57 -2.26 -0.89
N: 0.18 0.60 0.60
C: -1.03 3.62 -0.25
C: 0.72 -2.88 0.62
C: 0.44 1.87 -1.39
C: -0.94 -0.07 0.52
C: -3.22 -0.84 1.35
C: 3.31 -0.80 1.60
C: 0.41 3.18 -0.56
C: 0.67 -0.66 -1.31
C: 2.96 0.64 1.21
C: -1.93 -0.06 1.64
C: -4.16 -0.10 0.37
C: 1.04 0.66 -0.60
C: 0.82 -3.31 -2.20
C: 2.53 0.92 -0.23
H: -1.08 4.24 0.63
H: 0.69 -2.09 1.38
H: -4.38 -0.97 -1.86
H: -3.60 0.61 -0.23
H: 1.42 -3.20 -3.10
H: -1.43 -0.50 2.50
H: 0.99 3.07 0.36
H: 4.25 -0.82 2.13
H: 2.57 -1.24 2.27
H: 3.85 1.26 1.36
H: 0.33 1.14 1.44
H: -0.58 1.62 -1.65
H: -2.18 0.97 1.88
H: -3.74 -1.04 2.28
H: -1.68 2.75 -0.09
H: -0.22 -3.05 -2.42
H: 2.22 1.03 1.90
H: 1.34 -3.67 1.01
H: 0.79 -0.57 -2.39
H: -4.92 0.44 0.93
H: 0.88 3.96 -1.14
H: -1.44 4.16 -1.10
H: -0.28 -3.25 0.41
H: 2.68 1.99 -0.40
H: 0.86 -4.34 -1.85
H: 3.42 -1.45 0.73
H: -2.96 -1.81 0.92

Results
Energy above the lowest of the compared OMol25 structures with the same formula, charge and spin: 0.000 eV
Frontier orbital gap: 0.2836 Eh
HOMO: -11.64 eV
Total charge: +1

The following is a quantum chemistry calculation of a structure of composition C14H27CrNO4SSb, from the OMol25 dataset.

Element x y z (Å)
Sb: 1.36 -1.11 1.60
Cr: -0.12 -0.19 -0.35
S: 1.69 1.17 -0.85
O: -0.70 1.32 0.69
O: -1.06 0.63 -2.39
O: 0.02 -1.87 -1.61
O: -1.67 -1.48 0.43
N: -0.11 2.51 0.57
C: -2.69 -1.17 1.40
C: -1.42 -0.58 -3.07
C: 1.09 -0.09 3.46
C: -0.26 -1.55 -2.99
C: 1.04 2.61 -0.13
C: -0.11 4.82 1.06
C: -1.96 -2.63 -0.39
C: -0.67 1.70 -3.27
C: -0.65 -3.02 -1.06
C: 1.08 4.96 0.34
C: 1.10 -3.16 2.16
C: 3.46 -0.94 1.26
C: 1.65 3.86 -0.25
C: -0.68 3.58 1.17
H: -2.30 -0.98 -2.57
H: 1.56 -3.30 3.14
H: 0.04 -3.41 2.23
H: -2.74 -2.38 -1.11
H: 2.08 0.08 3.89
H: -0.46 -2.47 -3.55
H: 3.72 -1.36 0.30
H: -1.53 2.34 -3.46
H: -1.69 -0.38 -4.11
H: 0.11 2.28 -2.80
H: 1.60 -3.81 1.44
H: -0.58 5.66 1.55
H: -0.83 -3.77 -1.84
H: 0.03 -3.44 -0.32
H: 3.73 0.12 1.27
H: 2.58 3.92 -0.80
H: -2.32 -0.34 1.99
H: -2.86 -2.04 2.03
H: 0.64 -1.09 -3.38
H: -0.28 1.31 -4.21
H: -3.61 -0.88 0.90
H: 0.59 0.86 3.30
H: -1.59 3.38 1.71
H: 0.50 -0.71 4.12
H: 1.54 5.93 0.23
H: -2.31 -3.45 0.23
H: 3.99 -1.46 2.05

Results
Energy above the lowest of the compared OMol25 structures with the same formula, charge and spin: 0.459 eV
Multiplicity: 4
Frontier orbital gap (alpha / beta): 0.2751 / 0.3153 Eh
HOMO (alpha / beta): -14.56 / -14.65 eV
Total charge: +2

The following is a quantum chemistry calculation of the molecule C14H27N3O3S, from the OMol25 dataset.

Element x y z (Å)
S: -4.38 2.19 -1.92
O: -1.02 -2.10 -1.59
O: -3.83 -1.07 1.67
O: 1.27 -1.29 -0.39
N: -3.46 -1.33 -0.55
N: -4.18 -0.23 -1.04
N: -3.43 1.39 0.43
C: -0.77 2.12 1.12
C: 2.61 -0.86 -0.45
C: 3.99 2.62 0.55
C: -0.99 -2.65 0.80
C: 4.07 1.19 0.01
C: -0.42 -2.92 -0.60
C: -1.76 2.98 1.27
C: -3.19 2.74 0.87
C: 1.09 -2.67 -0.62
C: -2.49 -2.93 0.94
C: 2.65 0.62 -0.12
C: -3.34 -1.68 0.74
C: 4.80 1.18 -1.33
C: -3.95 1.09 -0.76
H: 0.23 2.36 1.43
H: -0.44 -3.29 1.49
H: 3.02 -1.06 -1.45
H: 4.63 0.58 0.72
H: -3.47 0.67 1.15
H: 1.51 -2.95 -1.59
H: 2.12 0.76 0.82
H: -2.80 -1.76 -1.21
H: 4.95 0.17 -1.69
H: -2.70 -3.28 1.95
H: -4.58 -0.39 -1.96
H: -0.77 -1.61 1.08
H: 3.51 2.64 1.52
H: 4.24 1.74 -2.08
H: -0.63 -3.95 -0.89
H: -0.92 1.14 0.69
H: 4.99 3.04 0.66
H: 2.10 1.17 -0.89
H: 3.21 -1.43 0.28
H: 1.59 -3.26 0.16
H: -3.44 3.41 0.03
H: -3.85 2.99 1.70
H: 5.78 1.65 -1.22
H: -2.80 -3.70 0.23
H: -0.58 -1.24 -1.54
H: 3.43 3.25 -0.13
H: -1.59 3.95 1.70

Results
Energy above the lowest of the compared OMol25 structures with the same formula, charge and spin: 2.191 eV
Frontier orbital gap: 0.3139 Eh
HOMO: -7.94 eV
Structure (SMILES): C=CCNC(=S)NNC(=O)CC[C@@H](O)COCCC(C)C